Computed, not measured: C22H25N3O6S2 as an isolated structure at a distorted geometry, with the ωB97M-V functional and the def2-TZVPD basis.

Summary:
E   -2264.81956 Eh
HOMO energy   -7.38 eV
Orbital gap   7.423 eV
Largest force on an atom   15.055 eV/A
Energy relative to the best compared isomer or geometry (same formula, charge and spin)   393.33 kcal per mole

The geometry in XYZ format:
```
58
Properties=species:S:1:pos:R:3:forces:R:3
C 5.951998 0.228825 -3.025697 -1.41 -2.28 -6.18
H 6.218924 0.219496 -2.051720 1.02 0.32 2.94
O 4.448190 -0.247731 -3.073577 6.88 -0.48 -1.61
C 3.651289 0.585314 -2.497197 -0.35 0.03 -0.47
C 3.946489 1.773591 -1.960459 5.26 1.98 4.04
C 3.086924 2.483447 -1.122747 0.83 3.25 1.07
C 1.854329 2.136280 -1.145204 -7.39 -5.24 -2.36
C 1.344481 0.744568 -1.985723 3.30 3.43 1.97
C 2.375333 0.026763 -2.614311 -4.58 7.01 5.04
O 2.127925 -0.971758 -3.282723 0.12 -6.89 -3.20
C 0.906174 -1.756554 -3.155584 -0.88 3.93 -5.03
H 0.177782 -1.058797 -3.752198 0.21 -0.48 1.85
H 0.906295 -2.368295 -4.078914 0.72 -1.31 1.65
H 0.542456 -1.922259 -2.174807 0.13 -0.85 0.69
H 0.312279 0.451137 -2.043434 -0.10 0.28 0.18
N 0.822422 2.771592 -0.425091 -3.29 1.11 -0.10
C -0.614961 2.900298 -0.777468 2.68 -2.40 3.30
O -1.097205 2.288295 -1.662838 -0.89 -0.31 -2.36
C -1.555022 3.399436 0.375978 9.83 6.68 -3.55
N -2.660990 2.878765 0.622990 -10.68 -7.81 -1.95
C -3.810136 3.635106 0.444577 0.89 2.96 4.09
O -3.575147 4.853514 0.581067 -2.37 -1.38 -1.47
C -5.124368 2.913171 0.843165 -1.03 0.79 -2.86
H -5.064752 2.543178 1.874069 -0.22 -0.05 -0.44
H -6.065366 3.434659 0.521315 1.18 0.84 1.57
S -5.428865 1.679775 -0.483349 1.26 -0.02 0.61
C -3.870874 0.950202 -0.210151 -3.79 -7.99 -1.45
C -3.875124 -0.703604 -0.295986 4.93 4.67 0.38
C -2.543258 -1.220893 -0.026656 -8.79 -6.46 -4.40
C -1.622127 -0.549045 0.602697 5.33 -9.53 -1.62
C -1.731547 0.607622 0.872160 0.17 14.80 2.73
C -2.809150 1.423725 0.334958 3.85 3.00 3.64
H -0.859909 1.151066 1.375210 -1.38 -0.61 -0.70
S -0.072259 -1.384407 0.854936 -7.77 -9.28 1.03
O 0.214434 -2.355303 -0.156000 -0.11 0.52 -1.13
O 0.846776 -0.623240 1.425124 7.24 7.09 3.03
N -0.627120 -2.348713 2.235702 4.96 8.90 2.17
C 0.535837 -2.142939 3.665887 -1.46 -7.51 -6.28
H 1.186132 -1.508901 3.283922 2.64 3.57 -0.48
C 1.140008 -3.762025 3.583597 -3.10 4.65 -4.14
H 1.473478 -3.752507 4.522505 1.26 -1.39 3.89
H 1.958592 -3.760675 2.861433 -0.17 -0.12 0.07
C -0.118979 -4.490468 3.138490 -2.86 1.67 1.99
H 0.090646 -5.366937 2.668192 0.59 -2.52 -1.56
H -0.742008 -4.779106 4.026876 0.58 0.26 -0.55
C -1.154929 -3.540510 2.172609 3.46 -5.00 -0.96
H -0.871234 -3.796323 1.137752 -1.07 -1.30 -0.05
H -2.179876 -3.490584 2.349120 -1.93 -1.12 0.78
H -0.169828 -2.151046 4.356257 -2.45 1.05 3.56
H -2.434659 -2.391931 -0.288195 0.04 2.90 0.70
H -4.701489 -1.101070 -0.846555 -0.09 -0.74 0.05
H -1.657882 4.460765 -0.002017 -0.27 -0.71 0.87
H -1.102418 3.477451 1.297643 2.61 0.63 1.87
H 1.048469 3.412354 0.315121 0.52 0.02 0.13
H 3.207309 3.435341 -0.449317 0.96 -1.81 -1.62
H 5.053879 2.079643 -1.440489 -2.41 -1.34 -2.66
H 6.121290 1.173783 -3.640854 -0.71 -0.92 1.38
H 6.591342 -0.573542 -3.674094 -1.88 1.54 1.87
```
Forces are in eV/Å.

These are the Löwdin partial charges, in e, on atoms 1 to 2: 0.019 0.025

Computed, not measured: the molecule C22H25N5, with the ωB97M-V functional and the def2-TZVPD basis.

Summary:
E   -1127.12032 Eh
HOMO energy   -8.41 eV
Orbital gap   8.426 eV
Largest force on an atom   0.875 eV/A
SMILES string   Cc1cc(C)n(C[C@H](C)NCc2cn[nH]c2-c2cccc3ccccc23)n1
Energy relative to the best compared isomer or geometry (same formula, charge and spin)   16.69 kcal per mole

The geometry in XYZ format:
```
52
Properties=species:S:1:pos:R:3:forces:R:3
C -6.102719 -0.860201 -0.628259 0.08 -0.01 0.04
C -4.760193 -0.322241 -0.279424 0.29 0.10 0.05
C -4.156272 0.863245 -0.732288 0.21 -0.03 0.11
C -2.923832 0.906493 -0.115546 -0.17 0.10 -0.08
C -1.848444 1.927234 -0.212803 0.04 -0.07 -0.01
N -2.848758 -0.203925 0.654745 -0.14 0.60 -0.26
C -1.769497 -0.671523 1.474367 0.29 -0.57 -0.11
C -0.839705 -1.634731 0.712512 0.00 0.04 0.38
C 0.143676 -2.283831 1.694520 -0.27 0.02 -0.25
N -0.223691 -0.890238 -0.365911 -0.07 0.16 -0.02
C 0.498671 -1.645779 -1.370829 0.04 0.25 -0.12
C 1.912918 -2.016371 -1.029476 0.22 0.19 0.10
C 2.567363 -3.220224 -1.346285 0.09 0.40 0.16
N 3.799823 -3.240441 -0.880099 0.53 -0.63 -0.01
N 3.961145 -2.083148 -0.249920 -0.23 0.22 -0.04
C 2.861765 -1.289052 -0.320136 -0.23 -0.41 -0.29
C 2.787609 -0.011038 0.383763 0.16 0.11 0.43
C 3.079432 0.027990 1.729235 -0.02 -0.10 -0.36
C 2.906873 1.202876 2.471409 -0.04 0.33 0.10
C 2.429000 2.334005 1.870765 0.07 -0.13 0.19
C 2.155341 2.351873 0.487098 0.01 -0.25 -0.14
C 1.688040 3.514652 -0.160952 -0.06 0.12 -0.17
C 1.467104 3.524468 -1.509063 -0.02 0.19 0.23
C 1.727939 2.377819 -2.274417 0.06 -0.25 -0.06
C 2.169961 1.231370 -1.675562 -0.11 0.07 -0.22
C 2.365348 1.175167 -0.279714 0.08 0.19 0.21
N -3.952293 -0.950811 0.555937 -0.49 -0.70 0.18
H -6.267035 -1.794280 -0.098877 -0.07 -0.07 0.01
H -6.881026 -0.149963 -0.351404 -0.09 -0.02 -0.01
H -6.173092 -1.039169 -1.700534 -0.07 -0.04 -0.04
H -4.567094 1.583712 -1.410539 -0.03 0.20 -0.14
H -1.495929 2.225859 0.774300 0.07 0.09 0.05
H -1.002051 1.536246 -0.774998 0.08 0.04 -0.02
H -2.230872 2.806295 -0.724893 0.00 0.07 0.01
H -2.212666 -1.199353 2.322151 0.06 0.16 -0.02
H -1.192367 0.182625 1.838419 -0.02 -0.02 0.03
H -1.462291 -2.412698 0.255158 -0.02 0.08 0.07
H -0.395635 -2.837291 2.458565 -0.05 -0.09 0.15
H 0.802953 -2.972341 1.171750 0.09 -0.05 0.03
H 0.750276 -1.519264 2.177826 0.10 0.06 0.07
H 0.371493 -0.162033 0.013788 -0.11 -0.01 -0.01
H -0.065837 -2.556787 -1.587170 0.01 0.06 -0.05
H 0.495750 -1.036251 -2.285310 -0.01 -0.20 0.01
H 2.177544 -4.056329 -1.891818 -0.06 -0.24 -0.12
H 4.842447 -1.859190 0.184337 -0.08 -0.05 -0.09
H 3.412476 -0.870577 2.230019 -0.05 -0.10 0.01
H 3.133940 1.196802 3.527253 0.00 0.04 0.08
H 2.263634 3.234395 2.444424 -0.01 0.09 0.07
H 1.516268 4.401502 0.432046 -0.03 0.09 0.04
H 1.106993 4.417966 -1.996856 -0.03 0.09 -0.01
H 1.581976 2.409364 -3.343858 0.00 -0.03 -0.09
H 2.393536 0.357133 -2.267454 -0.01 -0.10 -0.06
```
Forces are in eV/Å.

These are the Löwdin partial charges, in e, on atoms 1 to 2: -0.047 -0.363

Computed, not measured: the molecule C22H25N5O3, with the ωB97M-V functional and the def2-TZVPD basis.

Summary:
E   -1352.92267 Eh
HOMO energy   -8.21 eV
Orbital gap   8.707 eV
Largest force on an atom   0.687 eV/A
SMILES string   COc1cccc(NC(=O)[C@@H](NC(=O)N2CCn3c2nc2ccccc23)C(C)C)c1
Energy relative to the best compared isomer or geometry (same formula, charge and spin)   0.00 kcal per mole

The geometry in XYZ format:
```
55
Properties=species:S:1:pos:R:3:forces:R:3
C 4.060128 3.821869 -0.480938 0.14 0.16 -0.04
O 3.099322 2.822407 -0.247306 -0.32 -0.18 0.03
C 1.785524 3.121158 -0.465352 -0.18 -0.09 0.01
C 1.305845 4.346115 -0.915595 0.37 0.10 0.00
C -0.057699 4.513919 -1.096282 0.04 -0.15 0.05
C -0.955521 3.496979 -0.839192 -0.29 0.11 -0.06
C -0.476618 2.269548 -0.387130 0.19 0.36 -0.07
N -1.301547 1.178672 -0.093817 0.35 -0.28 0.11
C -2.649395 1.080181 -0.210901 -0.03 -0.48 -0.04
O -3.382225 1.969911 -0.585796 -0.21 0.21 -0.06
C -3.228660 -0.287357 0.204253 -0.38 -0.10 -0.11
N -2.243873 -1.342193 0.207272 -0.05 0.18 0.35
C -2.007748 -2.127558 -0.865371 0.14 -0.11 0.24
O -2.748662 -2.319605 -1.799053 -0.12 -0.04 -0.33
N -0.764993 -2.774235 -0.772228 0.00 -0.07 -0.03
C -0.294991 -3.719813 -1.784230 -0.41 -0.21 -0.39
C 1.234837 -3.826468 -1.565615 0.26 -0.36 -0.27
N 1.457904 -2.871047 -0.514689 -0.61 0.23 0.19
C 0.310100 -2.278363 -0.098893 0.61 0.22 0.23
N 0.462086 -1.359064 0.814475 -0.50 0.00 0.01
C 1.833451 -1.332777 1.029030 0.45 -0.34 -0.22
C 2.578576 -0.541347 1.888750 -0.10 -0.13 -0.12
C 3.949901 -0.711941 1.890104 0.13 0.07 0.09
C 4.573894 -1.644251 1.065306 0.11 0.00 0.02
C 3.849959 -2.446952 0.201720 -0.07 -0.13 -0.14
C 2.478900 -2.279396 0.191584 0.23 0.44 0.46
C -3.903957 -0.186804 1.589801 -0.07 0.20 -0.04
C -2.981313 0.475332 2.612609 -0.19 -0.21 -0.09
C -5.223243 0.571841 1.484967 0.14 -0.09 0.05
C 0.888544 2.090187 -0.204814 0.14 0.09 -0.01
H 4.063629 4.141545 -1.528268 -0.01 0.00 0.05
H 5.020629 3.368233 -0.240897 -0.04 0.08 -0.03
H 3.900713 4.692755 0.163368 0.00 -0.03 -0.04
H 1.973296 5.166063 -1.126934 0.09 0.05 -0.01
H -0.426149 5.466464 -1.446903 -0.04 0.07 -0.03
H -2.011591 3.641758 -0.985522 -0.02 0.00 0.00
H -0.788085 0.369067 0.242828 -0.16 0.07 -0.08
H -3.981575 -0.551870 -0.546282 0.13 0.12 0.11
H -1.532313 -1.313569 0.928150 -0.06 -0.05 -0.04
H -0.553764 -3.343659 -2.778164 0.07 -0.08 0.13
H -0.798304 -4.679047 -1.641836 0.12 0.08 -0.10
H 1.800577 -3.560946 -2.463930 -0.09 -0.06 0.09
H 1.530706 -4.832022 -1.249473 -0.04 0.11 -0.08
H 2.098041 0.182511 2.527203 -0.07 0.09 0.07
H 4.555171 -0.105442 2.546462 0.06 0.05 0.06
H 5.648412 -1.742867 1.099002 0.08 -0.01 0.00
H 4.332712 -3.168757 -0.439430 0.08 -0.06 -0.05
H -4.109454 -1.213551 1.914309 0.05 0.05 -0.11
H -2.807916 1.516408 2.349661 0.06 0.14 0.01
H -2.021021 -0.032723 2.675164 0.19 -0.01 0.08
H -3.441928 0.446655 3.597502 0.01 0.01 0.10
H -5.672304 0.684614 2.468890 -0.08 0.00 0.11
H -5.055688 1.557801 1.060291 -0.06 0.09 -0.01
H -5.921353 0.038018 0.845001 -0.12 -0.02 -0.08
H 1.281813 1.148875 0.145384 0.04 -0.14 0.03
```
Forces are in eV/Å.

These are the Löwdin partial charges, in e, on atoms 1 to 2: -0.094 -0.087

Computed, not measured: the molecule C22H25N5O3S, with the ωB97M-V functional and the def2-TZVPD basis.

Summary:
E   -1751.08633 Eh
HOMO energy   -8.87 eV
Orbital gap   9.410 eV
Largest force on an atom   0.973 eV/A
SMILES string   CCn1c(SCC(=O)NCc2ccccc2)nnc1[C@@H](CO)NC(=O)c1ccccc1
Energy relative to the best compared isomer or geometry (same formula, charge and spin)   0.00 kcal per mole

The geometry in XYZ format:
```
56
Properties=species:S:1:pos:R:3:forces:R:3
C 0.953922 2.928676 -2.713013 -0.19 -0.13 0.02
C 0.006471 1.734395 -2.668029 0.22 0.41 -0.59
N 0.021706 1.110992 -1.368092 -0.20 -0.34 0.83
C -0.730105 1.465352 -0.286778 0.02 -0.18 0.08
S -1.889026 2.754118 -0.336088 -0.25 0.31 -0.06
C -2.735597 2.528734 1.261270 0.17 0.05 -0.13
C -1.994427 3.188796 2.427489 -0.08 -0.34 -0.31
O -2.385183 4.222076 2.928340 -0.23 0.41 0.12
N -0.913005 2.502642 2.814259 0.31 -0.22 0.22
C -0.064000 2.910335 3.913321 0.01 0.22 0.02
C 0.205531 1.747536 4.832079 0.00 0.09 0.00
C 0.831984 0.608241 4.338661 -0.02 0.04 0.10
C 1.074932 -0.472015 5.167195 0.04 -0.06 -0.07
C 0.699049 -0.423802 6.499388 -0.01 -0.05 0.09
C 0.075670 0.707030 6.997179 0.00 -0.05 0.09
C -0.173270 1.786169 6.166019 0.03 0.03 -0.08
N -0.440320 0.704646 0.741159 -0.60 0.46 -0.04
N 0.513353 -0.154989 0.347735 0.72 -0.59 -0.30
C 0.797943 0.087621 -0.903265 -0.01 0.16 -0.01
C 1.810372 -0.678236 -1.694644 0.19 -0.13 -0.01
C 2.952856 -1.135389 -0.766218 0.12 0.42 -0.29
O 2.503658 -2.064200 0.175932 -0.18 -0.43 0.28
N 1.209156 -1.859841 -2.277347 0.21 -0.17 0.13
C 0.726057 -1.894484 -3.538543 0.07 -0.05 0.32
O 0.699143 -0.898686 -4.243944 -0.05 0.14 -0.29
C 0.219103 -3.215998 -3.995920 -0.13 -0.25 -0.27
C -0.766442 -3.226020 -4.979262 0.09 0.11 0.09
C -1.269029 -4.422659 -5.453704 -0.03 0.00 -0.02
C -0.781002 -5.621257 -4.959599 0.02 -0.04 0.01
C 0.214233 -5.618706 -3.995765 -0.01 -0.12 0.03
C 0.714431 -4.423436 -3.511343 -0.05 0.16 -0.02
H 1.976220 2.619355 -2.505228 0.09 -0.01 0.01
H 0.657651 3.676708 -1.980580 0.04 0.10 0.05
H 0.921482 3.377121 -3.701091 0.04 0.09 -0.11
H -1.018001 2.065640 -2.858604 0.06 -0.14 -0.05
H 0.284130 0.983540 -3.413801 -0.17 0.11 0.16
H -2.856477 1.457976 1.417467 -0.08 0.00 0.03
H -3.702588 3.014669 1.135408 0.09 -0.05 0.05
H -0.661356 1.652207 2.309899 -0.20 0.16 0.02
H -0.575235 3.721288 4.437050 0.14 -0.08 -0.05
H 0.885803 3.294064 3.515157 -0.12 0.04 0.11
H 1.128766 0.563813 3.300578 0.05 -0.02 -0.16
H 1.560356 -1.352648 4.773005 0.04 -0.08 -0.03
H 0.891280 -1.266282 7.147273 0.01 -0.07 0.05
H -0.221051 0.749036 8.034913 -0.03 0.00 0.08
H -0.664872 2.665553 6.556029 -0.06 0.10 0.02
H 2.192436 -0.057427 -2.511743 0.02 -0.08 0.14
H 3.720528 -1.640352 -1.358178 -0.07 0.13 -0.02
H 3.398811 -0.254712 -0.283699 -0.03 -0.06 -0.10
H 1.804159 -1.634189 0.699028 0.04 0.05 -0.02
H 1.178620 -2.666233 -1.670673 -0.08 0.02 -0.10
H -1.125068 -2.281335 -5.359563 -0.01 0.07 -0.03
H -2.037850 -4.421887 -6.211791 -0.06 0.00 -0.05
H -1.169575 -6.557995 -5.330583 -0.03 -0.08 -0.03
H 0.605212 -6.553144 -3.621265 0.04 -0.07 0.02
H 1.509112 -4.440644 -2.779417 0.07 0.00 0.06
```
Forces are in eV/Å.

These are the Löwdin partial charges, in e, on atoms 1 to 2: -0.056 -0.194